(1)
A 2-piece molecular cluster, C30H28O7 overall. Source: the OMol25 dataset; level of theory: wB97M-V/def2-TZVPD.

Computed properties:
**Orbital gap**: 5.273 eV
**Energy**: -1686.60838 Ha
**F_max**: 1.93 eV Å⁻¹
**Multiplicity**: 1
**Relative energy (zero: lowest compared OMol25 entry of this formula, charge and spin)**: 0.000 eV

Structure (XYZ):
```
65
Properties=species:S:1:pos:R:3:forces:R:3
C -4.2132 -1.4295 -1.3176 -0.377 -0.169 -0.082
C -3.0984 -0.5068 -0.9320 0.005 -0.114 0.350
O -2.5957 -0.9976 0.3371 -0.230 0.601 -1.140
C -1.5582 -0.2413 0.7660 0.781 -0.335 1.375
C -0.9005 -0.8694 1.9201 -0.166 1.223 -0.011
C -1.3986 -2.0994 2.5412 0.179 -0.909 -0.413
C -1.6082 -2.1645 4.0345 -0.307 -0.413 0.782
C -1.7820 -1.0414 4.8579 0.091 -0.306 0.003
C -1.8093 -1.1738 6.2524 -0.034 -0.204 -0.153
C -1.6885 -2.4373 6.8490 0.065 0.030 -0.449
C -1.6088 -3.5756 6.0303 -0.210 0.288 -0.073
C -1.6219 -3.4412 4.6381 0.343 0.304 0.108
O -1.5821 -3.1365 1.8950 -0.222 0.524 0.363
C 0.1719 -0.1876 2.6364 -0.691 -0.809 -0.063
O 0.8502 -0.7126 3.5162 -0.081 0.444 -0.461
O 0.3831 1.0678 2.1985 0.778 0.315 0.712
C 1.3770 1.8013 2.9484 -0.271 -0.250 -0.285
C 1.6715 3.0108 2.1109 0.073 0.501 -0.164
O -1.2486 0.8046 0.2123 -0.244 -0.319 -0.177
H -4.5913 -1.1664 -2.3089 -0.027 -0.039 0.050
H -3.8737 -2.4694 -1.3323 -0.054 0.133 0.004
H -5.0296 -1.3363 -0.5955 0.041 -0.122 -0.128
H -2.2853 -0.5171 -1.6741 -0.206 0.072 0.233
H -3.4461 0.5282 -0.8116 0.165 -0.274 -0.089
H -1.8927 -0.0610 4.3916 0.174 -0.200 0.183
H -1.9045 -0.2805 6.8755 -0.002 -0.313 -0.205
H -1.6552 -2.5353 7.9394 -0.050 0.048 -0.444
H -1.5377 -4.5735 6.4755 -0.077 0.397 -0.148
H -1.5923 -4.3289 4.0000 0.128 0.399 0.189
H 0.9421 2.0792 3.9192 0.254 -0.166 -0.153
H 2.2677 1.1798 3.1018 -0.262 0.097 0.103
H 2.4405 3.6271 2.5810 -0.021 0.012 -0.001
H 2.0250 2.7234 1.1137 -0.067 0.013 0.147
H 0.7680 3.6165 1.9830 0.163 -0.088 -0.026
C 3.2384 5.5337 -5.4042 0.159 -0.235 0.449
O 3.6798 5.0006 -4.1356 -0.376 -0.462 -0.156
C 3.1481 3.8296 -3.6978 -0.305 -0.326 -0.092
C 3.5814 3.3552 -2.4348 -0.183 0.223 -0.477
C 3.0356 2.2047 -1.9017 -0.428 -0.320 -0.166
C 2.0385 1.4673 -2.5920 0.616 0.918 -0.618
C 1.4326 0.2888 -2.0199 -1.090 -0.589 -0.385
O 0.6307 -0.3673 -2.9015 0.964 -0.324 1.061
C 0.0950 -1.5924 -2.5568 -0.480 0.999 0.167
C 0.1230 -2.0321 -1.2179 -0.798 0.031 -0.894
C -0.6103 -3.2046 -0.9360 0.274 -0.200 0.231
C -1.2948 -3.8716 -1.9285 -0.004 -0.163 0.157
C -1.3069 -3.3902 -3.2458 0.222 0.131 -0.103
C -0.6099 -2.2365 -3.5695 -0.036 -0.245 0.022
C 0.8044 -1.2406 -0.2602 1.775 -0.740 -0.154
C 1.5538 -0.1551 -0.7118 -0.152 -0.014 0.144
C 1.6632 1.9235 -3.8763 0.050 -0.126 0.285
C 2.1973 3.0748 -4.4278 0.492 0.565 0.274
H 3.7802 6.4738 -5.4942 -0.124 -0.098 -0.103
H 3.5064 4.8627 -6.2307 -0.030 0.122 0.202
H 2.1560 5.7183 -5.4075 0.244 -0.051 0.075
H 4.3348 3.9275 -1.8985 -0.152 -0.140 -0.090
H 3.3741 1.8376 -0.9340 0.007 0.267 -0.211
H -0.6390 -3.5459 0.0955 -0.122 0.062 -0.140
H -1.8370 -4.7837 -1.6758 0.106 0.305 -0.084
H -1.8612 -3.9255 -4.0182 0.144 0.184 0.219
H -0.6087 -1.8159 -4.5732 -0.010 -0.094 0.243
H 0.9755 -1.6511 0.7341 -0.158 0.229 -0.346
H 2.2433 0.3682 -0.0533 -0.427 -0.119 -0.055
H 0.9269 1.3830 -4.4633 0.100 0.008 0.225
H 1.8740 3.4077 -5.4159 0.080 -0.171 0.385
```
Forces are in eV/Å.

Here are the Löwdin charges for atoms 1 to 6, given in e: atom 1 (C): -0.07, atom 2 (C): -0.22, atom 3 (O): -0.01, atom 4 (C): -0.49, atom 5 (C): -0.05, atom 6 (C): -0.29

***

(2)
C47H44HfN6OS4Se4 as an isolated structure. Source: the OMol25 dataset; level of theory: wB97M-V/def2-TZVPD.

Computed properties:
**Orbital gap**: 7.282 eV
**Energy**: -13467.20783 Ha
**F_max**: 0.55 eV Å⁻¹
**Net charge**: +2
**Multiplicity**: 1
**Relative energy (zero: lowest compared OMol25 entry of this formula, charge and spin)**: 0.000 eV

Structure (XYZ):
```
107
Properties=species:S:1:pos:R:3:forces:R:3
Hf -0.4972 -0.0613 0.1818 -0.396 -0.041 0.266
N 1.4315 -0.1771 -0.5300 0.366 -0.111 0.393
S 2.8199 0.2938 -0.3117 0.007 -0.061 -0.305
N 3.1578 1.7659 -0.9075 -0.006 0.093 0.064
S 3.1304 3.1166 -0.1335 -0.019 -0.041 -0.074
N 1.9217 3.5427 0.7349 0.000 -0.010 0.006
S 0.3615 3.2761 0.3114 0.142 0.002 0.206
N -0.1612 1.9488 0.6550 0.065 0.103 -0.319
C -0.4368 4.5823 1.1885 -0.098 -0.040 0.028
C -1.8264 4.5026 1.1931 0.068 0.057 0.046
C -2.5465 5.4910 1.8423 -0.018 -0.078 -0.049
C -1.8822 6.5300 2.4781 0.038 0.007 0.011
C -0.4968 6.5926 2.4696 0.038 -0.047 -0.034
C 0.2422 5.6158 1.8166 -0.085 0.003 -0.011
C 0.2232 3.7410 -1.3982 0.041 -0.034 -0.054
C 0.1407 5.0804 -1.7588 -0.021 0.018 0.006
C 0.0792 5.4081 -3.1019 -0.005 0.009 0.001
C 0.0952 4.4103 -4.0672 0.008 0.006 0.029
C 0.1852 3.0788 -3.6955 0.006 -0.024 0.095
C 0.2539 2.7362 -2.3528 0.022 -0.214 -0.045
C 4.4975 3.2543 0.9790 0.018 0.058 -0.035
C 5.7604 3.0505 0.4311 -0.008 0.050 0.086
C 6.8638 3.1408 1.2588 -0.036 -0.002 -0.030
C 6.6966 3.4305 2.6080 0.020 -0.010 -0.012
C 5.4322 3.6319 3.1346 -0.111 -0.003 -0.027
C 4.3103 3.5477 2.3192 0.103 -0.045 0.020
C 3.4398 4.3008 -1.4129 0.086 0.051 0.043
C 3.5506 5.6245 -0.9927 0.014 -0.045 -0.131
C 3.7939 6.6028 -1.9396 -0.016 -0.055 0.069
C 3.9198 6.2542 -3.2792 0.000 0.033 0.005
C 3.8043 4.9336 -3.6782 -0.023 -0.113 0.038
C 3.5649 3.9338 -2.7424 -0.021 0.112 0.004
C 3.9813 -0.7084 -1.1874 -0.006 0.064 -0.134
C 3.7613 -2.0790 -1.1227 0.024 0.045 -0.050
C 4.6563 -2.9271 -1.7522 -0.059 -0.026 0.032
C 5.7386 -2.4069 -2.4471 0.017 0.016 -0.010
C 5.9363 -1.0360 -2.5200 -0.089 0.073 0.066
C 5.0553 -0.1714 -1.8830 0.075 -0.173 -0.013
C 3.3828 0.2480 1.3760 -0.053 -0.037 0.018
C 4.6818 -0.1372 1.6818 0.059 0.005 0.025
C 5.0741 -0.1602 3.0109 -0.008 0.000 -0.042
C 4.1795 0.1832 4.0140 0.016 0.004 -0.023
C 2.8884 0.5716 3.6939 -0.048 0.007 -0.102
C 2.4845 0.6146 2.3678 -0.138 0.049 0.092
H -2.3276 3.6791 0.7035 -0.021 -0.057 -0.030
H -3.6262 5.4487 1.8575 -0.023 -0.015 -0.010
H -2.4500 7.2941 2.9876 -0.032 0.057 0.036
H 0.0114 7.4016 2.9735 0.031 0.031 0.017
H 1.3188 5.6537 1.8043 0.120 -0.009 -0.009
H 0.1068 5.8579 -1.0099 0.006 0.042 0.068
H 0.0011 6.4442 -3.3947 -0.004 0.074 -0.013
H 0.0294 4.6738 -5.1123 -0.004 0.022 -0.074
H 0.1931 2.3025 -4.4460 0.001 -0.055 -0.043
H 0.3427 1.6927 -2.0683 -0.015 0.163 0.006
H 5.8829 2.8442 -0.6213 -0.004 -0.031 -0.137
H 7.8541 2.9952 0.8537 0.043 -0.011 -0.033
H 7.5621 3.5048 3.2501 0.050 0.005 0.032
H 5.3117 3.8586 4.1839 -0.019 0.009 0.044
H 3.3192 3.6940 2.7156 -0.110 0.026 0.024
H 3.4559 5.8840 0.0511 -0.010 0.018 0.130
H 3.8899 7.6349 -1.6355 0.002 0.031 0.026
H 4.1127 7.0221 -4.0146 0.008 0.028 -0.034
H 3.9012 4.6733 -4.7222 0.003 -0.028 -0.038
H 3.4637 2.9038 -3.0408 -0.004 -0.129 -0.015
H 2.9055 -2.4764 -0.5987 0.035 0.075 -0.022
H 4.5062 -3.9962 -1.7037 -0.029 -0.041 0.025
H 6.4297 -3.0750 -2.9409 0.028 -0.024 -0.018
H 6.7735 -0.6378 -3.0747 0.025 0.029 -0.014
H 5.1969 0.8937 -1.9388 0.005 0.162 0.010
H 5.3787 -0.4324 0.9122 0.018 -0.021 -0.074
H 6.0769 -0.4707 3.2615 0.079 -0.026 0.014
H 4.4885 0.1411 5.0482 0.023 -0.007 0.057
H 2.1849 0.8360 4.4693 -0.048 0.022 0.058
H 1.4795 0.9424 2.1290 0.081 -0.003 -0.024
Se -2.5730 0.4664 -1.3163 -0.281 -0.008 -0.158
Se -3.2766 0.6878 0.9275 0.140 0.029 -0.080
Se -2.7694 -1.3060 2.0409 -0.041 -0.133 -0.090
Se -0.4861 -1.0714 2.5905 -0.046 0.062 0.143
C -1.5982 -7.7023 0.2332 0.023 -0.042 -0.043
C -1.8565 -6.8509 1.4653 0.000 0.047 0.160
C -0.8724 -5.7008 1.6084 0.056 0.047 0.073
N -1.0843 -4.7295 0.5249 0.137 0.268 -0.200
C -0.3274 -3.7161 0.1649 0.086 -0.208 -0.108
S -0.9480 -2.5426 -0.9163 -0.197 0.108 0.063
N 0.9608 -3.5972 0.6355 -0.069 0.151 0.102
C 2.0420 -4.4906 0.7111 -0.145 -0.205 -0.029
O 3.0182 -4.1425 1.3282 0.144 0.076 0.091
C 1.9773 -5.7579 -0.0632 -0.032 0.062 0.090
C 1.3481 -5.8234 -1.3026 0.019 -0.076 0.000
C 1.3778 -7.0081 -2.0219 0.013 0.020 0.042
C 2.0171 -8.1215 -1.4971 -0.008 -0.009 -0.010
C 2.6505 -8.0535 -0.2631 -0.001 0.062 0.022
C 2.6461 -6.8674 0.4503 -0.044 -0.011 -0.085
H -2.3532 -8.4780 0.1325 -0.029 -0.050 0.008
H -0.6228 -8.1853 0.2906 0.063 -0.016 0.010
H -1.6125 -7.1117 -0.6830 -0.024 0.054 -0.059
H -1.7769 -7.4582 2.3698 -0.005 0.009 -0.048
H -2.8782 -6.4581 1.4612 0.006 0.029 -0.013
H 0.1463 -6.0785 1.5623 -0.011 -0.017 0.007
H -1.0039 -5.1682 2.5552 0.005 -0.075 -0.039
H -1.9994 -4.7332 0.0876 0.051 -0.007 0.050
H 1.2285 -2.6356 0.8209 -0.002 -0.129 0.037
H 0.8645 -4.9535 -1.7257 -0.039 0.074 -0.032
H 0.9055 -7.0618 -2.9910 -0.037 -0.001 -0.074
H 2.0308 -9.0457 -2.0560 -0.003 -0.056 -0.040
H 3.1555 -8.9206 0.1351 0.031 -0.057 0.027
H 3.1536 -6.7864 1.4000 0.034 0.011 0.075
```
Forces are in eV/Å.

Here are the Löwdin charges for atoms 1 to 6, given in e: atom 1 (Hf): 0.60, atom 2 (N): -0.41, atom 3 (S): 0.83, atom 4 (N): -0.34, atom 5 (S): 0.91, atom 6 (N): -0.34

***

For the records above, the corresponding highest occupied orbital energy values read -7.12, -12.17 eV.